No. 1
Computed, not measured: a molecular structure, C31H32Cl3FKN5O2SSi, with wB97M-V/def2-TZVPD.

XYZ file:
```
77
Properties=species:S:1:pos:R:3:forces:R:3
K -1.98947 -0.91715 -0.35797 0.967 1.605 -0.718
C -1.10951 0.91181 2.57141 0.083 0.135 -0.021
Si -1.99953 -0.60750 3.26104 0.024 -0.063 -0.217
C -0.76655 -1.45142 4.39798 0.122 -0.127 0.175
C -3.42504 0.04468 4.28795 -0.199 0.049 0.129
N -2.45101 -1.53427 1.91989 -0.448 -0.667 0.837
C -3.14328 -2.70751 1.93347 0.057 0.054 0.078
C -3.59061 -3.41082 3.08697 0.024 0.045 -0.025
C -4.28773 -4.60853 3.03674 0.036 0.059 -0.047
C -4.59801 -5.21011 1.82333 0.025 0.042 0.034
C -4.18747 -4.57050 0.65875 -0.033 -0.027 0.005
C -3.50199 -3.38470 0.74049 -0.098 -0.183 0.190
F -3.13300 -2.81642 -0.47481 -0.786 -1.272 0.071
H -0.78802 1.57946 3.38058 -0.029 -0.064 -0.116
H -1.76475 1.49112 1.90878 0.070 -0.044 0.044
H -0.20965 0.62890 2.00762 -0.087 0.036 0.046
H -0.40917 -0.79502 5.20040 -0.041 -0.056 -0.085
H 0.09859 -1.78062 3.81118 -0.037 0.011 0.074
H -1.20136 -2.34356 4.86189 0.076 0.085 -0.029
H -3.09272 0.71082 5.09253 -0.023 -0.062 -0.078
H -3.99873 -0.77125 4.74060 0.043 0.103 -0.032
H -4.10927 0.60393 3.64005 0.031 -0.031 0.089
H -3.36627 -2.97426 4.05479 -0.016 -0.032 -0.039
H -4.59380 -5.08040 3.96409 0.019 0.032 -0.018
H -5.14184 -6.14418 1.77888 0.017 0.027 -0.005
H -4.39862 -4.98398 -0.32100 0.019 0.033 0.034
N -7.73094 2.67465 -3.09827 0.043 -0.075 0.033
C -7.01597 1.62988 -2.60082 0.026 0.026 -0.022
O -7.53837 0.57705 -2.29841 -0.022 0.040 -0.017
C -5.53028 1.82441 -2.44507 -0.116 0.000 -0.009
C -4.83452 2.97187 -2.79106 -0.005 0.116 -0.054
C -3.46308 3.01684 -2.60646 -0.003 0.052 -0.024
C -2.83583 1.90323 -2.07929 -0.026 -0.161 0.031
N -3.48715 0.78905 -1.73241 -0.359 0.398 -0.251
C -4.80866 0.76107 -1.91435 0.229 -0.004 0.039
H -8.72360 2.54994 -3.19364 -0.005 -0.006 0.004
H -7.33026 3.56044 -3.33635 0.012 -0.003 0.015
H -5.33334 3.83898 -3.20721 0.005 -0.027 0.007
H -2.89096 3.89688 -2.86833 -0.015 -0.033 0.010
H -1.75883 1.89764 -1.93200 -0.052 -0.008 0.003
H -5.33765 -0.14111 -1.63035 0.037 0.011 0.000
Cl 7.05491 0.25725 -5.86139 -0.022 0.002 0.047
C 6.25667 0.26424 -4.31963 0.015 -0.011 -0.018
C 5.05605 0.93536 -4.16842 -0.066 0.038 -0.005
C 4.43129 0.93137 -2.93143 -0.002 0.022 -0.030
C 4.98265 0.26689 -1.84106 -0.065 -0.006 -0.026
C 4.27492 0.25549 -0.50830 -0.050 -0.010 -0.044
C 3.58917 -1.09302 -0.21938 -0.080 -0.010 -0.139
N 2.40082 -1.28800 -1.02837 0.134 0.067 -0.007
C 2.32953 -1.79830 -2.30631 -0.039 -0.036 0.099
C 1.02027 -1.70060 -2.67156 -0.058 0.149 0.116
N 0.28545 -1.11940 -1.65682 0.578 -0.084 -0.234
C 1.15427 -0.88362 -0.69931 -0.068 -0.055 -0.083
O 3.31759 1.29301 -0.49958 -0.056 0.035 0.159
C 3.07881 1.84548 0.79291 0.144 -0.061 -0.015
C 4.29296 2.53408 1.34554 -0.040 -0.087 0.117
C 4.87066 3.62832 0.77748 -0.020 0.055 -0.002
Cl 4.32511 4.45644 -0.62156 0.009 -0.006 0.015
S 6.25440 4.16466 1.62654 0.103 0.060 -0.027
C 6.09236 2.90675 2.77326 0.018 -0.004 0.049
C 5.01618 2.12092 2.50631 -0.062 -0.047 -0.020
C 6.19167 -0.39304 -2.03208 -0.010 -0.017 -0.021
Cl 6.94961 -1.23825 -0.70827 0.001 0.031 -0.016
C 6.83808 -0.40362 -3.25699 0.075 -0.045 0.004
H 4.61825 1.45660 -5.00944 0.013 -0.022 0.035
H 3.49819 1.46097 -2.79306 0.031 -0.024 -0.015
H 5.01251 0.42072 0.28147 0.099 -0.024 -0.002
H 3.29766 -1.13723 0.82909 -0.067 -0.009 0.032
H 4.27748 -1.91501 -0.40236 0.040 -0.011 0.035
H 3.19600 -2.18993 -2.81416 -0.043 0.022 0.043
H 0.55956 -2.01658 -3.59362 0.021 0.025 0.045
H 0.93112 -0.43658 0.26265 0.055 -0.069 -0.097
H 2.75008 1.07324 1.49787 -0.023 -0.003 -0.005
H 2.25765 2.54664 0.66154 -0.042 0.034 -0.041
H 6.80350 2.81781 3.58093 -0.066 -0.004 -0.057
H 4.73235 1.26797 3.11220 0.013 0.075 -0.050
H 7.78045 -0.92030 -3.37630 -0.034 0.017 0.011
```
Positions in Å, forces in eV/Å.

- multiplicity = 1
- Kohn-Sham gap (eV) = 6.16
- M (g mol⁻¹) = 731.238

Atomic partial charges in e from the Löwdin method, atoms 1 to 8: atom 1 (K): 0.851, atom 2 (C): -0.183, atom 3 (Si): 0.310, atom 4 (C): -0.182, atom 5 (C): -0.179, atom 6 (N): -0.207, atom 7 (C): -0.347, atom 8 (C): -0.051

=====

No. 2
Computed, not measured: a gas-phase ion, C21H30NO4 (charge +1), with wB97M-V/def2-TZVPD.

XYZ file:
```
56
Properties=species:S:1:pos:R:3:forces:R:3
C -3.43324 -3.54994 0.46522 -0.214 0.081 -0.032
H -2.87519 -3.48792 1.39687 0.104 -0.016 0.097
C -4.61809 -2.59073 0.47995 0.223 0.075 0.091
H -5.31630 -2.91832 1.25031 -0.083 0.041 -0.062
H -5.14207 -2.63585 -0.47612 -0.127 -0.012 -0.016
C -4.23325 -1.13669 0.78592 -0.103 -0.037 -0.183
H -5.14760 -0.58650 1.00621 0.076 0.100 0.056
C -3.49829 -0.51718 -0.40353 -0.301 -0.780 0.094
H -2.74620 -1.22518 -0.73369 -0.005 0.159 -0.058
H -4.20346 -0.36499 -1.22410 0.128 0.084 -0.019
N -2.85261 0.80410 -0.13489 -0.037 0.055 -0.058
C -3.93745 1.71931 0.29134 -0.625 0.814 0.296
H -4.29306 1.42498 1.27506 0.054 -0.101 -0.034
H -4.75808 1.65769 -0.42073 0.042 -0.146 -0.055
H -3.58771 2.74638 0.34556 -0.038 -0.290 -0.045
C -1.72793 0.74923 0.86428 0.659 0.009 0.665
C -0.93096 2.02755 0.61956 0.279 -0.725 -0.120
C -1.18181 2.40100 -0.77096 0.182 -0.659 -0.318
H -0.45594 2.85052 -1.43063 0.075 0.017 -0.043
O -1.65961 3.16963 0.28743 -0.781 1.235 0.447
C -2.12583 1.34229 -1.34009 0.406 0.438 -0.739
C -1.22898 0.26082 -1.95012 0.135 0.026 0.159
H -1.81554 -0.52475 -2.42323 0.019 0.033 0.002
H -0.63362 0.72509 -2.73856 -0.084 -0.023 -0.017
C -0.24308 -0.32614 -0.92188 -0.066 -0.598 -0.028
H 0.06090 -1.33655 -1.22744 -0.162 0.227 0.055
C -0.78606 -0.40649 0.52372 0.118 0.133 -0.082
H -1.25588 -1.37238 0.70036 -0.014 -0.025 0.027
H 0.06917 -0.35261 1.20014 -0.098 -0.035 -0.008
O 0.92697 0.49374 -0.97207 -0.026 0.334 -0.214
C 2.05632 -0.04108 -0.45569 0.123 -0.029 0.000
O 2.09905 -1.14831 -0.00222 -0.027 -0.069 0.007
C 3.19235 0.96567 -0.49322 -0.028 -0.049 0.239
C 4.50110 0.26466 -0.20368 -0.014 0.046 -0.120
C 5.08842 0.24165 1.05303 -0.050 0.038 -0.115
C 6.27526 -0.44102 1.26218 0.033 -0.023 0.102
C 6.88523 -1.11583 0.22074 0.025 -0.016 0.022
C 6.30420 -1.10262 -1.03604 0.007 -0.037 -0.062
C 5.12212 -0.41724 -1.24445 -0.007 0.056 0.100
H 4.67376 -0.40930 -2.22783 -0.046 0.005 -0.123
H 6.77276 -1.62560 -1.85558 0.050 -0.043 -0.075
H 7.80857 -1.64857 0.38684 0.088 -0.042 0.016
H 6.72104 -0.44481 2.24527 0.046 -0.004 0.081
H 4.64363 0.76286 1.88849 -0.030 0.097 0.098
H 3.22978 1.38907 -1.50132 -0.011 -0.012 0.048
C 2.80839 2.09777 0.48700 0.179 0.156 -0.443
H 3.71019 2.63062 0.80658 -0.107 -0.021 -0.083
H 2.14852 2.80718 -0.01746 0.110 -0.036 0.017
O 2.06794 1.63053 1.59568 0.015 -0.276 0.423
H 2.63888 1.07472 2.14121 -0.115 0.060 0.011
H -2.84691 1.72560 -2.06446 -0.101 -0.094 0.128
H 0.00602 2.15293 1.14321 0.038 -0.021 -0.001
H -2.12510 0.66630 1.87632 -0.140 -0.030 -0.116
H -3.60238 -1.12761 1.67560 0.029 0.075 0.100
H -2.75586 -3.35833 -0.36438 0.136 -0.018 -0.078
H -3.79247 -4.56933 0.36029 0.062 -0.127 -0.033
```
Positions in Å, forces in eV/Å.

- multiplicity = 1
- Kohn-Sham gap (eV) = 9.30
- M (g mol⁻¹) = 360.474
- total charge = +1
- energy relative to the best compared isomer or geometry (same formula, charge and spin) (kJ/mol) = 50.8

Atomic partial charges in e from the natural (NBO) method, atoms 1 to 8: atom 1 (C): -0.613, atom 2 (H): 0.208, atom 3 (C): -0.393, atom 4 (H): 0.227, atom 5 (H): 0.205, atom 6 (C): -0.425, atom 7 (H): 0.223, atom 8 (C): -0.220

=====

No. 3
Computed, not measured: a molecular structure, ClH2NP2, with wB97M-V/def2-TZVPD.

XYZ file:
```
6
Properties=species:S:1:pos:R:3:forces:R:3
N -0.00578 -0.22111 -1.18858 1.039 -0.586 -3.602
P -0.34771 0.91947 -0.22231 -0.503 2.362 0.376
P -0.66191 -0.51200 1.39795 0.607 0.856 1.745
Cl 0.42956 0.64496 -3.21167 -0.636 -0.850 2.606
H 0.16537 0.30744 2.43386 -0.962 -1.073 -1.581
H 0.42045 -1.13875 0.79075 0.454 -0.709 0.456
```
Positions in Å, forces in eV/Å.

- multiplicity = 1
- Kohn-Sham gap (alpha / beta) (eV) = 7.87 / 7.87
- M (g mol⁻¹) = 113.424
- energy relative to the best compared isomer or geometry (same formula, charge and spin) (kJ/mol) = 336.3

Listed below, in e, are the natural (NBO) charges computed for each atom: atom 1 (N): -0.762, atom 2 (P): 0.846, atom 3 (P): 0.011, atom 4 (Cl): -0.152, atom 5 (H): 0.025, atom 6 (H): 0.032